An isolated ion of composition C4H10N and charge +1 in a non-equilibrium geometry, computed with ωB97M-V/def2-TZVPD.

XYZ file:
```
15
Properties=species:S:1:pos:R:3:forces:R:3
C 2.164182 0.044990 -0.863746 -0.24 -0.14 -0.08
C 1.203508 0.042097 0.033932 0.79 0.17 0.14
N -0.175069 -0.321651 -0.222041 -0.91 -2.68 -4.16
C -0.740211 -1.136435 0.867005 -0.32 -0.65 0.77
C -0.998190 0.876641 -0.476982 -0.61 0.84 -0.16
H 3.154471 0.363984 -0.589448 0.12 0.06 0.11
H 2.024268 -0.262718 -1.888133 -0.11 -0.09 -0.16
H 1.358514 0.364302 1.055400 -0.11 -0.01 0.06
H -0.297587 -1.008363 -1.240002 0.92 2.56 3.73
H -0.873089 -0.521009 1.756557 0.10 0.10 -0.10
H -1.709205 -1.539246 0.578857 0.03 0.13 -0.12
H -0.073533 -1.962734 1.109251 0.05 0.10 -0.15
H -1.026417 1.495576 0.419352 0.11 -0.10 0.05
H -0.574252 1.461991 -1.288829 0.11 -0.14 0.00
H -2.016898 0.591618 -0.735790 0.07 -0.15 0.07
```
Forces are in eV/Å.

* energy relative to the best compared isomer or geometry (same formula, charge and spin): 41.03 kcal per mole
* LUMO level: -3.87 eV
* largest force on an atom: 0.0978 hartree/bohr
* HOMO level: -0.56664 Ha
* HOMO-LUMO gap: 11.5 eV
* SMILES: C=C[NH+](C)C
* E_tot: -212.85497 Eh
* net charge: +1

Löwdin charges in e:
1. C 0.104
2. C -0.162
3. N -0.233
4. C -0.013
5. C -0.008
6. H 0.087
7. H 0.084
8. H 0.140
9. H 0.312
10. H 0.115
11. H 0.113
12. H 0.116
13. H 0.117
14. H 0.113
15. H 0.113